DFT (wB97M-V/def2-TZVPD) results for a molecular structure, C6H12O.

Atoms and positions in Å:
1 C 0.2664 1.0532 2.6842
2 C -0.0321 1.0040 1.1860
3 C 0.3548 -0.3327 0.5345
4 C 0.0813 -0.3232 -0.9723
5 C -1.3216 -0.4853 -1.6032
6 O -0.7957 -1.4945 -2.5138
7 C 0.4992 -1.2807 -2.0864
8 H -0.2946 0.2826 3.2269
9 H 1.3325 0.8862 2.8798
10 H -0.0013 2.0251 3.1145
11 H 0.5048 1.8090 0.6696
12 H -1.1027 1.1923 1.0218
13 H -0.1558 -1.1441 1.0881
14 H 1.4287 -0.4992 0.6881
15 H 0.7051 0.2796 -1.7229
16 H -1.6820 0.3853 -2.1685
17 H -2.1529 -0.9046 -1.0126
18 H 1.1965 -2.1041 -2.0728
19 H 1.1694 -0.3488 -2.9410

Properties
Total charge = 0
HOMO energy = -8.87 eV
Strongest force on any atom = 4.4 eV/Å
Molecular weight = 100.16 g/mol
DFT total energy = -310.90338 a.u.
Energy relative to the best compared isomer or geometry (same formula, charge and spin) = 4.2420 eV

***

DFT (wB97M-V/def2-TZVPD) results for 12 unconnected molecules or ions with the total composition C43H99NO18S6.

Atoms and positions in Å:
1 O -5.0179 6.0385 -1.0543
2 S -6.3283 6.4315 -0.5814
3 O -7.5244 5.5847 -0.6820
4 C -6.3485 7.0674 1.1270
5 C -6.7772 8.5894 1.0966
6 C -7.4046 8.9363 -0.3203
7 C -6.6579 8.0830 -1.3557
8 H -5.3274 7.0772 1.5084
9 H -6.9347 6.4184 1.7776
10 H -7.5868 8.6818 1.8204
11 H -5.9588 9.2266 1.4317
12 H -7.4442 9.9941 -0.5801
13 H -8.4307 8.5700 -0.3546
14 H -5.6869 8.5748 -1.4130
15 H -6.9753 8.0191 -2.3965
16 O -5.4301 2.0377 3.9414
17 S -4.3319 1.4404 3.1852
18 O -3.2216 2.2268 2.6774
19 C -3.7079 -0.0930 4.0782
20 C -4.0620 -1.2970 3.1379
21 C -5.3294 -0.8939 2.2911
22 C -5.0811 0.5610 1.7243
23 H -4.1651 -0.0372 5.0661
24 H -2.6443 0.1162 4.1932
25 H -3.2385 -1.5332 2.4640
26 H -4.1899 -2.2039 3.7290
27 H -6.2120 -0.8371 2.9282
28 H -5.5793 -1.5389 1.4488
29 H -5.8981 1.1149 1.2620
30 H -4.3415 0.4673 0.9291
31 O 7.5909 -3.7062 -3.5253
32 S 6.5559 -3.4986 -2.5329
33 O 6.7644 -2.5127 -1.4374
34 C 4.8405 -3.1620 -3.1907
35 C 3.8675 -4.3398 -2.7087
36 C 4.7886 -5.5498 -2.6663
37 C 6.0812 -5.1691 -1.7794
38 H 5.0042 -3.2499 -4.2648
39 H 4.6532 -2.1249 -2.9126
40 H 3.5299 -4.2031 -1.6814
41 H 3.0868 -4.3585 -3.4692
42 H 4.9853 -5.8882 -3.6836
43 H 4.2682 -6.3751 -2.1802
44 H 6.9633 -5.8094 -1.7766
45 H 5.7280 -5.0853 -0.7516
46 O 1.7113 5.0650 6.0219
47 S 2.3323 3.9684 5.2676
48 O 1.9201 2.5732 5.3724
49 C 2.3503 4.5678 3.6178
50 C 3.6993 5.3134 3.3661
51 C 4.5512 5.2616 4.5698
52 C 4.1412 4.0891 5.4544
53 H 1.3487 4.9423 3.4068
54 H 2.3715 3.6226 3.0753
55 H 4.2377 4.7818 2.5815
56 H 3.6004 6.2893 2.8907
57 H 4.3261 6.1413 5.1728
58 H 5.6115 5.3345 4.3279
59 H 4.4488 3.9949 6.4958
60 H 4.5493 3.1612 5.0539
61 O -5.6252 -4.1837 -5.6971
62 S -5.5283 -3.8295 -4.2856
63 O -5.6088 -2.3881 -3.9535
64 C -6.5979 -4.8380 -3.1725
65 C -5.7182 -5.9442 -2.6808
66 C -4.3058 -5.3950 -2.4153
67 C -3.8685 -4.4855 -3.5908
68 H -7.5940 -4.9981 -3.5851
69 H -6.6616 -4.2755 -2.2410
70 H -6.1501 -6.3346 -1.7593
71 H -5.7695 -6.7909 -3.3653
72 H -3.6321 -6.2483 -2.4935
73 H -4.1511 -4.8745 -1.4702
74 H -3.3433 -5.0493 -4.3618
75 H -3.3395 -3.6162 -3.2001
76 O -2.3455 1.9565 -8.7033
77 S -2.0427 0.5844 -9.1438
78 O -2.8601 -0.0471 -10.1860
79 C -0.1989 0.4159 -9.4862
80 C 0.3132 -0.5835 -8.4067
81 C -0.6315 -0.6207 -7.1368
82 C -2.0686 -0.5952 -7.6825
83 H 0.1373 1.4460 -9.3681
84 H -0.0464 0.2924 -10.5584
85 H 0.4164 -1.6235 -8.7163
86 H 1.3012 -0.2628 -8.0761
87 H -0.6070 0.2713 -6.5107
88 H -0.4886 -1.4288 -6.4194
89 H -2.8426 -0.1738 -7.0411
90 H -2.3089 -1.5810 -8.0807
91 C -0.1456 1.8528 -1.2022
92 O 0.6371 0.6768 -1.4478
93 C 0.3877 -0.4409 -0.5212
94 C 1.1142 -0.3658 0.8536
95 C 2.6395 -0.1055 0.7574
96 N 0.9885 -1.5889 1.5909
97 H -1.2072 1.6062 -1.1868
98 H -0.0103 2.5025 -2.0668
99 H 0.1843 2.3917 -0.3140
100 H -0.6665 -0.6333 -0.3220
101 H 0.7551 -1.3092 -1.0681
102 H 0.6412 0.3801 1.4923
103 H 3.1021 -0.0678 1.7436
104 H 2.8989 0.8004 0.2095
105 H 3.1867 -0.8557 0.1864
106 H 1.5159 -1.5068 2.4483
107 H 1.4635 -2.3353 1.1038
108 C -0.3638 -7.4193 1.7053
109 C 0.8678 -7.5699 2.6350
110 C 1.2033 -8.9686 3.1325
111 O 1.8710 -7.0715 1.7701
112 H -0.2915 -8.1292 0.8813
113 H -0.4007 -6.4661 1.1781
114 H -1.2849 -7.6331 2.2476
115 H 0.8820 -6.8560 3.4585
116 H 0.3489 -9.5884 3.4045
117 H 1.8197 -8.8317 4.0210
118 H 1.7448 -9.4838 2.3391
119 H 2.7419 -7.1515 2.1661
120 C -2.3894 -4.2366 7.7977
121 C -1.1293 -4.2559 6.9286
122 C -0.2411 -3.1036 7.4050
123 O -0.4856 -5.4929 7.0816
124 H -2.8293 -5.2182 7.6215
125 H -3.0279 -3.3597 7.6897
126 H -2.0683 -4.0801 8.8275
127 H -1.3500 -4.1623 5.8653
128 H -0.8580 -2.2082 7.3281
129 H 0.5968 -2.9943 6.7165
130 H 0.2645 -3.2403 8.3609
131 H -0.2416 -5.5587 8.0078
132 C -0.3771 10.7103 -3.5105
133 C -0.3191 9.6401 -2.3866
134 C 0.1874 8.2940 -2.9037
135 O 0.5396 10.0572 -1.3410
136 H -0.9876 10.3473 -4.3374
137 H 0.6006 10.9996 -3.8958
138 H -0.8456 11.6141 -3.1209
139 H -1.3469 9.4902 -2.0558
140 H -0.4671 7.7583 -3.5913
141 H 0.2074 7.5766 -2.0833
142 H 1.1496 8.3658 -3.4108
143 H 0.2616 10.9287 -1.0496
144 C 4.0975 4.1209 -2.9116
145 C 4.1046 3.2419 -4.1469
146 C 3.5481 3.9199 -5.4457
147 O 5.4410 2.8035 -4.3283
148 H 3.0783 4.3627 -2.6100
149 H 4.5838 5.0729 -3.1243
150 H 4.6978 3.7787 -2.0686
151 H 3.4854 2.3912 -3.8624
152 H 2.6455 4.4943 -5.2368
153 H 3.1922 3.2497 -6.2282
154 H 4.1755 4.6314 -5.9825
155 H 5.9895 3.5911 -4.3508
156 C 6.4319 -6.2367 6.2256
157 C 5.2953 -5.7046 5.3575
158 C 5.3654 -4.1410 5.2471
159 O 5.5636 -6.3650 4.1078
160 H 7.4112 -6.3149 5.7533
161 H 6.0792 -7.2268 6.5145
162 H 6.5949 -5.7641 7.1941
163 H 4.3325 -5.9317 5.8154
164 H 6.3247 -3.8999 4.7891
165 H 5.3249 -3.6813 6.2346
166 H 4.4718 -3.7579 4.7543
167 H 6.3936 -6.0340 3.7569

Properties
Total charge = 0
HOMO energy = -9.38 eV
Strongest force on any atom = 3.3 eV/Å
Molecular weight = 1110.66 g/mol
DFT total energy = -5495.66335 a.u.
Structure (SMILES) = O=S1(=O)CCCC1.O=S1(=O)CCCC1.O=S1(=O)CCCC1.O=S1(=O)CCCC1.O=S1(=O)CCCC1.O=S1(=O)CCCC1.COC[C@H](C)N.CC(C)O.CC(C)O.CC(C)O.CC(C)O.CC(C)O

***

DFT (wB97M-V/def2-TZVPD) results for a molecular structure, C38H38N2O3.

Atoms and positions in Å:
1 C -5.9853 -1.5932 2.8292
2 C -4.7860 -2.2379 2.5363
3 C -3.5758 -1.5548 2.6285
4 C -3.5683 -0.1686 2.8730
5 C -2.3587 0.7097 2.6729
6 C -1.2268 0.1671 1.8163
7 C 0.1169 0.8113 2.1380
8 C 1.3643 -0.0315 2.3886
9 C 1.3665 -1.4350 2.3203
10 C 2.5732 -2.1555 2.3525
11 C 3.7876 -1.5131 2.5285
12 C 3.8017 -0.1206 2.6531
13 C 2.6020 0.6055 2.6327
14 O 0.2474 2.0644 2.0975
15 O -2.3561 1.8643 3.1210
16 C -4.7724 0.4412 3.3062
17 C -5.9779 -0.2496 3.2270
18 H -6.9185 -2.1582 2.8019
19 H -4.7768 -3.2864 2.2204
20 H -2.6353 -2.0876 2.4764
21 H -1.1976 -0.9396 1.8189
22 H 0.4334 -1.9801 2.2462
23 H 2.5360 -3.2451 2.2488
24 H 4.7094 -2.0910 2.6315
25 H 4.7683 0.3817 2.7794
26 H 2.6255 1.6923 2.7726
27 H -4.7556 1.4902 3.6125
28 H -6.9182 0.2700 3.4522
29 C 3.2727 -2.5675 -3.1380
30 N 2.7784 -1.4105 -2.4175
31 C 3.6377 -0.6397 -1.6842
32 O 4.8362 -0.8521 -1.5239
33 C 2.8081 0.4844 -1.0570
34 C 3.1179 1.8718 -1.5799
35 C 4.5669 2.2596 -1.3967
36 C 5.3340 2.5736 -2.5237
37 C 6.6979 2.8204 -2.3867
38 C 7.2775 2.7975 -1.1109
39 C 6.4935 2.5525 0.0228
40 C 5.1264 2.3093 -0.1145
41 N 1.4691 0.0698 -1.3683
42 C 0.4049 0.7169 -0.7858
43 C -0.8975 0.2538 -0.7594
44 C -1.8740 0.7799 0.1339
45 C -3.3252 0.6414 -0.2210
46 C -4.2795 1.6000 0.2283
47 C -5.6282 1.3934 -0.0182
48 C -6.0598 0.2503 -0.6881
49 C -7.5226 0.0727 -0.9320
50 C -5.1355 -0.6840 -1.1451
51 C -3.7750 -0.4858 -0.9400
52 C 1.3764 -1.1724 -2.1668
53 C 0.6559 -0.9359 -3.4959
54 C 0.7244 -2.3246 -1.4056
55 H 4.3712 -2.5424 -3.1624
56 H 2.9416 -3.5022 -2.6589
57 H 2.8831 -2.5407 -4.1639
58 H 2.9738 0.4470 0.0351
59 H 2.8379 1.9095 -2.6461
60 H 2.4614 2.5729 -1.0426
61 H 4.8464 2.5884 -3.4993
62 H 7.3027 3.0316 -3.2699
63 H 8.3466 2.9910 -0.9937
64 H 6.9420 2.5563 1.0219
65 H 4.4893 2.1519 0.7615
66 H 0.6276 1.6421 -0.2578
67 H -1.2187 -0.4849 -1.5235
68 H -1.6345 1.7317 0.6285
69 H -3.9602 2.4819 0.7771
70 H -6.3915 2.0669 0.3576
71 H -7.6981 -0.7560 -1.6137
72 H -8.0822 -0.0984 -0.0121
73 H -7.8825 0.9988 -1.3747
74 H -5.5046 -1.5791 -1.6359
75 H -3.0552 -1.2353 -1.2832
76 H 1.2708 -0.2607 -4.1073
77 H 0.5513 -1.9016 -4.0070
78 H -0.3323 -0.4984 -3.3387
79 H 1.2881 -2.5129 -0.4853
80 H -0.3103 -2.0704 -1.1608
81 H 0.7329 -3.2111 -2.0529

Properties
Total charge = 0
HOMO energy = -7.43 eV
Strongest force on any atom = 3.3 eV/Å
Molecular weight = 570.73 g/mol
DFT total energy = -1806.01920 a.u.
Energy relative to the best compared isomer or geometry (same formula, charge and spin) = 0.2807 eV

***

DFT (wB97M-V/def2-TZVPD) results for a single C16H16N2O2S3 molecule.

Atoms and positions in Å:
1 C 1.4517 -3.4318 -0.5189
2 C 1.5606 -2.6395 -1.8244
3 C 0.2995 -1.8927 -2.1007
4 C -0.8055 -2.3359 -2.7712
5 C -1.8479 -1.3894 -2.7995
6 C -1.5156 -0.2447 -2.1411
7 S -2.4927 1.1981 -1.9170
8 O -3.2041 1.5096 -3.1178
9 O -1.6694 2.2232 -1.3401
10 N -3.6662 0.6510 -0.8380
11 C -3.1894 0.1583 0.4440
12 C -2.2119 1.0816 1.1067
13 C -2.4843 2.3189 1.6124
14 S -1.0484 3.0795 2.1493
15 C -0.1578 1.6464 1.6658
16 C 1.2723 1.5343 1.8313
17 C 2.0317 2.5907 2.3329
18 C 3.3996 2.4584 2.4720
19 C 4.0266 1.2756 2.1136
20 C 3.2780 0.2203 1.6152
21 C 1.9107 0.3442 1.4756
22 N -0.9099 0.7254 1.1592
23 S 0.0647 -0.2903 -1.4817
24 H 1.2531 -2.7619 0.3135
25 H 0.6415 -4.1539 -0.5808
26 H 2.3788 -3.9646 -0.3239
27 H 2.3897 -1.9349 -1.7501
28 H 1.7602 -3.3266 -2.6491
29 H -0.8687 -3.3039 -3.2353
30 H -2.7985 -1.5253 -3.2804
31 H -4.3738 1.3669 -0.7594
32 H -4.0578 -0.0212 1.0827
33 H -2.6860 -0.7940 0.2564
34 H -3.4274 2.8225 1.6801
35 H 1.5425 3.5137 2.6090
36 H 3.9811 3.2815 2.8604
37 H 5.0965 1.1770 2.2224
38 H 3.7652 -0.7025 1.3364
39 H 1.3111 -0.4641 1.0903

Properties
Total charge = 0
HOMO energy = -8.37 eV
Strongest force on any atom = 1.2 eV/Å
Molecular weight = 364.52 g/mol
DFT total energy = -2073.84222 a.u.
Energy relative to the best compared isomer or geometry (same formula, charge and spin) = 0.4453 eV
Structure (SMILES) = CCc1ccc(S(=O)(=O)NCc2csc(-c3ccccc3)n2)s1

***

DFT (wB97M-V/def2-TZVPD) results for 2 unconnected molecules or ions with the total composition C4H11NO2.

Atoms and positions in Å:
1 C 0.4558 -0.4886 -2.8759
2 C -0.3113 -0.2402 -1.5609
3 O -1.1280 0.6449 -1.5826
4 O -0.4123 -1.3655 -0.8499
5 H -0.3052 -1.0727 -3.4020
6 H 1.3995 -1.0208 -2.7942
7 H 0.6099 0.4526 -3.3908
8 H -0.5122 -1.5002 0.1126
9 C 0.9728 1.5483 1.6182
10 C 0.6960 0.3524 2.5190
11 N -0.5071 -0.4149 2.1969
12 H 0.0947 2.1730 1.8045
13 H 1.1196 1.2535 0.5833
14 H 1.8385 2.0852 2.0024
15 H 1.5218 -0.3915 2.5292
16 H 0.7142 0.6492 3.5597
17 H -0.3902 -1.4155 2.2457
18 H -1.3170 -0.1885 2.7586

Properties
Total charge = 0
HOMO energy = -9.67 eV
Strongest force on any atom = 2.9 eV/Å
Molecular weight = 105.14 g/mol
DFT total energy = -364.21662 a.u.
Energy relative to the best compared isomer or geometry (same formula, charge and spin) = 1.4028 eV
Structure (SMILES) = CC(=O)O.CCN

***

DFT (wB97M-V/def2-TZVPD) results for a single C4H6O2 molecule.

Atoms and positions in Å:
1 C 0.8608 0.6173 0.7439
2 C 0.4505 -0.7415 0.2044
3 O -0.9272 -0.9137 0.6204
4 C -1.5336 0.0781 -0.0855
5 O -0.9731 0.1707 -1.2749
6 C 0.2090 -0.4379 -1.2457
7 H 1.8255 0.9266 0.3272
8 H 0.8377 0.7372 1.8244
9 H 1.0030 -1.6504 0.4615
10 H -2.5905 0.2349 0.0173
11 H -0.0761 1.1837 0.4360
12 H 0.9139 -0.2050 -2.0289

Properties
Total charge = 0
HOMO energy (alpha / beta) = -7.14 / -7.36 eV
Strongest force on any atom = 1.6 eV/Å
Molecular weight = 86.09 g/mol
DFT total energy = -306.34198 a.u.
Energy relative to the best compared isomer or geometry (same formula, charge and spin) = 4.4713 eV

***

DFT (wB97M-V/def2-TZVPD) results for a single C9H8N2O molecule.

Atoms and positions in Å:
1 C -3.4695 -0.8785 0.1779
2 O -2.6726 0.0759 -0.3742
3 C -1.3210 0.1353 -0.1471
4 C -0.8626 1.5745 0.0428
5 C 0.4229 1.9409 0.1117
6 C 1.3424 0.8175 0.1472
7 C 2.7013 0.9520 -0.0301
8 N 3.6121 -0.0262 -0.1283
9 C 3.0657 -1.2705 -0.0964
10 N 1.8206 -1.5641 0.1502
11 C 0.9967 -0.5065 0.0226
12 C -0.3609 -0.8997 -0.1016
13 H -2.9382 -1.8510 0.3179
14 H -4.1880 -1.0689 -0.5997
15 H -3.6412 -0.6797 1.1809
16 H -1.6841 2.2384 -0.1360
17 H 0.8292 2.9987 0.1036
18 H 3.2317 1.8814 -0.2815
19 H 3.9392 -2.0186 -0.2175
20 H -0.8235 -1.8509 -0.1422

Properties
Total charge = 0
HOMO energy = -8.97 eV
Strongest force on any atom = 4.9 eV/Å
Molecular weight = 160.18 g/mol
DFT total energy = -532.43193 a.u.
Energy relative to the best compared isomer or geometry (same formula, charge and spin) = 2.5807 eV
Structure (SMILES) = COc1ccc2cncnc2c1

***

DFT (wB97M-V/def2-TZVPD) results for a molecular structure, ArH20O10.

Atoms and positions in Å:
1 Ar -10.4396 9.0405 -19.0551
2 O -12.1730 6.2789 -20.2295
3 H -11.8790 6.4672 -19.3383
4 H -11.7120 5.4750 -20.4694
5 O -9.6511 11.7357 -16.8426
6 H -8.9534 11.3796 -17.3927
7 H -10.0413 12.4322 -17.3707
8 O -9.6631 7.6248 -22.0021
9 H -10.3557 7.6382 -21.3415
10 H -9.4436 8.5464 -22.1383
11 O -7.0278 6.8946 -20.9526
12 H -6.6987 7.6944 -20.5425
13 H -7.8826 7.1405 -21.3064
14 O -7.6358 11.2340 -18.6381
15 H -7.1907 10.3903 -18.7170
16 H -7.7097 11.5515 -19.5381
17 O -12.3855 7.0150 -17.6018
18 H -11.9566 7.7872 -17.2329
19 H -13.3112 7.2539 -17.6483
20 O -12.8188 7.5029 -22.6131
21 H -13.1188 6.7024 -23.0437
22 H -12.4872 7.2090 -21.7646
23 O -9.8291 7.8568 -15.8733
24 H -10.2572 8.6636 -15.5867
25 H -9.8516 7.2870 -15.1046
26 O -13.2358 12.0562 -19.0868
27 H -13.4736 12.4354 -19.9329
28 H -12.9622 11.1623 -19.2928
29 O -11.1076 10.4876 -15.0474
30 H -11.9920 10.3401 -15.3824
31 H -10.7132 11.0973 -15.6710

Properties
Total charge = 0
HOMO energy = -10.88 eV
Strongest force on any atom = 1.2 eV/Å
Molecular weight = 220.10 g/mol
DFT total energy = -1291.90065 a.u.
Energy relative to the best compared isomer or geometry (same formula, charge and spin) = 0.5121 eV

***

DFT (wB97M-V/def2-TZVPD) results for 2 unconnected molecules or ions with the total composition C5H15N2.

Atoms and positions in Å:
1 C 2.8362 1.4093 -0.9280
2 C 1.4219 0.9282 -0.6489
3 N 1.3370 -0.5650 -0.8654
4 C 0.0852 -1.2432 -0.3917
5 H 3.1413 1.1806 -1.9498
6 H 2.8563 2.4908 -0.8033
7 H 3.5553 0.9950 -0.2219
8 H 1.1628 1.1116 0.3919
9 H 0.6840 1.3924 -1.2979
10 H 2.1303 -1.0055 -0.4028
11 H 1.4845 -0.7634 -1.8586
12 H -0.1047 -0.9671 0.6396
13 H 0.3102 -2.3072 -0.4554
14 H -0.7385 -0.9897 -1.0496
15 C -2.3100 0.6924 0.8379
16 C -2.7366 -1.3652 1.8486
17 N -2.3096 -0.1846 1.9662
18 H -2.8384 1.6053 1.1234
19 H -2.7840 0.3031 -0.0760
20 H -1.2990 0.9834 0.5477
21 H -2.6505 -2.0491 2.6858
22 H -3.2337 -1.6519 0.9082

Properties
Total charge = +1
HOMO energy = -12.75 eV
Strongest force on any atom = 1.2 eV/Å
Molecular weight = 103.19 g/mol
DFT total energy = -308.72915 a.u.
Energy relative to the best compared isomer or geometry (same formula, charge and spin) = 1.7285 eV